#w
# C4H10NS

An isolated ion of composition C4H10NS and charge -1 (wB97M-V/def2-TZVPD, OMol25).

Computed properties:
Molar mass: 104.20 g mol⁻¹
Structure (SMILES): CCNCC[S-]
Frontier orbital gap: 0.2265 Ha
E_HOMO: -2.27 eV
LUMO: 3.898 eV

The geometry in ORCA input format:
```
! RIJCOSX wB97M-V def2-TZVPD def2/J DEFGRID3
* xyz -1 1
S -1.075 2.463 1.348
N -1.158 -0.505 -0.003
C -0.438 -0.229 1.199
C -0.369 -0.159 -1.246
C 0.214 1.173 1.365
C 0.971 -0.871 -1.297
H 1.434 -0.728 -2.281
H 1.727 -0.700 -0.537
H 0.964 1.281 0.551
H -0.923 -0.487 -2.122
H -0.168 0.915 -1.180
H 0.798 -1.980 -1.338
H 0.728 1.287 2.324
H -1.050 -0.422 2.086
H 0.410 -0.940 1.291
H -2.065 -0.098 -0.163
*
```

---

#x
# C4H10NS

A 2-piece molecular cluster, C4H10NS overall (wB97M-V/def2-TZVPD, OMol25).

Computed properties:
Molar mass: 104.20 g mol⁻¹
Frontier orbital gap: 0.2495 Ha
E_HOMO: -2.71 eV
LUMO: 4.076 eV

The geometry in ORCA input format:
```
! RIJCOSX wB97M-V def2-TZVPD def2/J DEFGRID3
* xyz -1 1
S 0.172 -1.878 -0.042
N -0.020 0.451 2.112
C -1.763 -0.806 -1.722
C 0.962 1.384 1.880
C 1.817 1.362 0.818
C -0.254 -1.079 -1.620
H 0.297 -0.114 -1.716
H -2.032 -0.366 -2.714
H 2.541 2.142 0.685
H 1.792 0.518 0.113
H 0.039 -1.712 -2.469
H -0.006 -0.407 1.456
H -2.324 -1.773 -1.603
H 1.058 2.196 2.634
H -0.222 0.253 3.100
H -2.057 -0.172 -0.912
*
```

---

#y
# C4H10NS

A 2-piece molecular cluster, C4H10NS overall (wB97M-V/def2-TZVPD, OMol25).

Computed properties:
Molar mass: 104.20 g mol⁻¹
Frontier orbital gap: 0.2459 Ha
E_HOMO: -2.42 eV
LUMO: 4.271 eV

The geometry in ORCA input format:
```
! RIJCOSX wB97M-V def2-TZVPD def2/J DEFGRID3
* xyz -1 1
S 0.023 -0.529 0.560
N -1.847 1.973 -0.069
C -2.014 1.359 -1.361
C -1.921 1.214 0.958
C 2.399 -1.832 -0.092
C 1.862 -0.748 0.821
H -2.555 0.327 1.062
H -1.587 1.658 1.892
H 2.177 -1.549 -1.125
H 2.248 0.241 0.564
H -2.181 0.275 -1.382
H 1.742 -2.692 0.097
H -2.808 1.881 -1.915
H 2.093 -0.959 1.870
H 3.440 -2.150 0.014
H -1.071 1.531 -1.895
*
```

---

Which of them is least stable? Easy: #y.

---

#w
# C4H10N3O2

A 2-piece molecular cluster, C4H10N3O2 overall (wB97M-V/def2-TZVPD, OMol25).

Computed properties:
Molar mass: 132.14 g mol⁻¹
Frontier orbital gap: 0.3628 Ha
E_HOMO: -13.08 eV
LUMO: -3.210 eV

The geometry in ORCA input format:
```
! RIJCOSX wB97M-V def2-TZVPD def2/J DEFGRID3
* xyz 1 1
O 0.057 -2.833 0.756
O -0.807 0.948 -0.098
N 0.970 0.074 1.107
N -1.534 -1.137 1.309
N 0.207 2.381 -1.898
C 0.262 1.202 -1.032
C -0.667 -1.852 0.667
C 0.101 -2.115 -0.483
C 0.469 1.243 0.427
H -0.543 2.919 -1.606
H -0.225 -2.625 -1.264
H 0.300 2.206 -2.837
H -1.880 -0.389 0.792
H -1.641 -1.309 2.297
H 0.924 -1.446 -0.648
H 1.967 -0.020 1.072
H 0.616 0.214 -1.551
H 0.644 2.125 0.953
H 0.781 0.412 2.039
*
```

---

#x
# C4H10N3O2

A 2-piece molecular cluster, C4H10N3O2 overall (wB97M-V/def2-TZVPD, OMol25).

Computed properties:
Molar mass: 132.14 g mol⁻¹
Frontier orbital gap: 0.3296 Ha
E_HOMO: -12.16 eV
LUMO: -3.190 eV

The geometry in ORCA input format:
```
! RIJCOSX wB97M-V def2-TZVPD def2/J DEFGRID3
* xyz 1 1
O 0.399 -0.786 -1.180
O 1.020 1.895 1.472
N 0.295 -3.324 -1.044
N 0.617 1.970 -0.874
N -0.714 -0.077 0.757
C 0.145 -1.039 0.213
C -0.206 2.662 1.526
C 0.389 2.122 0.341
C -0.252 -2.024 -0.888
H 1.051 -1.258 0.765
H -0.252 -4.030 -1.538
H -1.591 -0.251 0.293
H 1.409 1.411 -1.170
H 1.242 -3.513 -1.373
H 0.009 3.768 1.731
H -1.133 2.226 1.931
H -1.262 -1.926 -1.140
H -0.046 2.388 -1.589
H -1.118 -0.213 1.764
*
```

---

Which of them is least stable? Easy: #w.

---

#w
# C4H6N

An isolated ion of composition C4H6N and charge +1 (wB97M-V/def2-TZVPD, OMol25).

Computed properties:
Molar mass: 68.10 g mol⁻¹
Structure (SMILES): C#CC[NH+]=C
Frontier orbital gap: 0.3262 Ha
E_HOMO: -14.62 eV
LUMO: -5.747 eV

The geometry in ORCA input format:
```
! RIJCOSX wB97M-V def2-TZVPD def2/J DEFGRID3
* xyz 1 1
N -0.434 0.752 0.508
C 1.161 -1.079 -0.616
C -0.085 -0.411 -0.179
C -0.357 2.002 0.591
C 1.344 -2.260 -0.644
H -1.337 2.620 0.795
H 1.806 -3.115 -0.981
H 0.434 2.822 0.244
H -0.470 -1.246 0.411
H -0.835 -0.517 -1.094
H -1.228 0.431 0.966
*
```

---

#x
# C4H6N

An isolated ion of composition C4H6N and charge +1 (wB97M-V/def2-TZVPD, OMol25).

Computed properties:
Molar mass: 68.10 g mol⁻¹
Structure (SMILES): C=C1CC1=[NH2+]
Frontier orbital gap: 0.3363 Ha
E_HOMO: -14.99 eV
LUMO: -5.838 eV

The geometry in ORCA input format:
```
! RIJCOSX wB97M-V def2-TZVPD def2/J DEFGRID3
* xyz 1 1
N -1.836 0.706 -0.082
C -0.055 -1.210 -0.028
C 1.903 0.648 -0.066
C -0.747 0.036 -0.101
C 0.696 0.111 -0.081
H 2.018 1.684 0.438
H -2.734 0.209 -0.116
H 2.793 -0.081 -0.154
H -0.060 -2.033 -0.872
H 0.002 -1.790 0.979
H -1.981 1.720 0.083
*
```

---

#y
# C4H6N

A 2-piece molecular cluster, C4H6N overall (wB97M-V/def2-TZVPD, OMol25).

Computed properties:
Molar mass: 68.10 g mol⁻¹
Frontier orbital gap: 0.3790 Ha
E_HOMO: -16.53 eV
LUMO: -6.216 eV

The geometry in ORCA input format:
```
! RIJCOSX wB97M-V def2-TZVPD def2/J DEFGRID3
* xyz 1 1
N -1.567 -0.451 -0.229
C 0.774 0.467 0.264
C 1.230 0.077 -0.990
C 0.495 0.901 1.412
C -2.449 -1.173 -0.204
H -3.249 -1.864 -0.181
H 1.211 0.901 -1.708
H 1.201 1.478 2.002
H 2.221 -0.385 -0.911
H -0.450 0.769 1.925
H 0.581 -0.720 -1.380
*
```

---

Which of them is least stable? Easy: #w.

---

#w
# C4H4NO

C4H4NO as an isolated structure (wB97M-V/def2-TZVPD, OMol25).

Computed properties:
Molar mass: 82.08 g mol⁻¹
Expectation value of S²: 2.035
Frontier orbital gap (alpha / beta): 0.3500 / 0.3098 Ha
E_HOMO (alpha / beta): -16.01 / -16.75 eV
LUMO (alpha / beta): -6.485 / -8.318 eV

The geometry in ORCA input format:
```
! RIJCOSX wB97M-V def2-TZVPD def2/J DEFGRID3
* xyz 1 3
O -1.468 2.765 -0.871
N -1.304 2.851 -2.112
C -1.155 1.705 -0.201
C -0.362 0.668 -0.865
C 0.294 -0.501 -0.316
C -0.647 1.088 -2.082
H 0.765 -1.149 -1.035
H -1.634 1.650 0.926
H 1.152 -0.328 0.343
H -0.369 -1.084 0.406
*
```

---

#x
# C4H4NO

An isolated ion of composition C4H4NO and charge +1 (wB97M-V/def2-TZVPD, OMol25).

Computed properties:
Molar mass: 82.08 g mol⁻¹
Expectation value of S²: 2.033
Frontier orbital gap (alpha / beta): 0.3444 / 0.2825 Ha
E_HOMO (alpha / beta): -15.00 / -15.96 eV
LUMO (alpha / beta): -5.632 / -8.276 eV

The geometry in ORCA input format:
```
! RIJCOSX wB97M-V def2-TZVPD def2/J DEFGRID3
* xyz 1 3
O -1.144 -0.383 0.589
N 1.047 -0.213 -0.465
C -0.235 -0.933 -0.484
C -0.953 0.857 0.893
C 0.117 1.471 0.432
C 1.326 0.937 0.034
H -1.644 1.167 1.651
H 2.329 1.086 0.235
H -0.129 -1.914 -0.145
H -0.785 -0.875 -1.515
*
```

---

Which of them is least stable? Easy: #w.

---

#w
# C2H8N4O

A 2-piece molecular cluster, C2H8N4O overall (wB97M-V/def2-TZVPD, OMol25).

Computed properties:
Molar mass: 104.11 g mol⁻¹
Structure (SMILES): [H]/N=C/N.C/N=N/O
Frontier orbital gap: 0.3360 Ha
E_HOMO: -8.20 eV
LUMO: 0.940 eV

The geometry in ORCA input format:
```
! RIJCOSX wB97M-V def2-TZVPD def2/J DEFGRID3
* xyz 0 1
O -0.269 1.401 -1.370
N 0.611 0.636 0.682
N -1.425 -0.882 -0.159
N 0.265 -1.188 -1.803
N 0.574 1.449 -0.306
C -0.479 -1.622 -0.866
C 0.962 1.272 1.927
H 0.677 2.328 1.949
H -2.223 -1.351 0.241
H -1.740 -0.003 -0.548
H 2.051 1.248 2.002
H 0.998 -1.825 -2.090
H -0.486 -2.672 -0.554
H 0.577 0.672 2.752
H -0.092 0.537 -1.859
*
```

---

#x
# C2H8N4O

A 2-piece molecular cluster, C2H8N4O overall (wB97M-V/def2-TZVPD, OMol25).

Computed properties:
Molar mass: 104.11 g mol⁻¹
Structure (SMILES): [H]/N=C/N.NC(N)=O
Frontier orbital gap: 0.3772 Ha
E_HOMO: -9.60 eV
LUMO: 0.663 eV

The geometry in ORCA input format:
```
! RIJCOSX wB97M-V def2-TZVPD def2/J DEFGRID3
* xyz 0 1
O -0.114 -2.588 -0.769
N 1.028 -0.667 -0.345
N -1.497 0.557 0.480
N -1.568 2.432 1.891
N 2.135 -2.569 -1.096
C 0.929 -1.956 -0.779
C -1.475 1.810 0.616
H 1.936 -0.410 0.003
H -2.411 3.001 1.908
H 1.944 -3.450 -1.552
H 2.741 -2.006 -1.678
H 0.227 -0.164 0.028
H -1.729 0.327 -0.489
H -1.311 2.548 -0.191
H -0.837 3.135 1.975
*
```

---

#y
# C2H8N4O

C2H8N4O as an isolated structure (wB97M-V/def2-TZVPD, OMol25).

Computed properties:
Molar mass: 104.11 g mol⁻¹
Frontier orbital gap (alpha / beta): 0.2516 / 0.2516 Ha
E_HOMO (alpha / beta): -7.13 / -7.13 eV
LUMO (alpha / beta): -0.286 / -0.285 eV

The geometry in ORCA input format:
```
! RIJCOSX wB97M-V def2-TZVPD def2/J DEFGRID3
* xyz 0 1
O -0.761 -0.931 0.824
N 1.426 -1.268 1.362
N 0.748 0.444 -0.114
N -1.474 -0.599 -0.846
N 2.068 0.843 -0.245
C 0.463 -0.530 0.710
C -2.014 0.737 -0.901
H -2.200 -1.216 -0.485
H 2.731 0.165 -0.618
H 2.116 1.833 -0.451
H 1.094 -1.916 2.056
H -1.263 1.415 -1.307
H -2.888 0.697 -1.568
H 2.308 -0.803 1.517
H -2.354 1.129 0.066
*
```

---

Which of them is least stable? Easy: #y.

---

#w
# C3H11O3

A 3-piece molecular cluster, C3H11O3 overall (wB97M-V/def2-TZVPD, OMol25).

Computed properties:
Molar mass: 95.12 g mol⁻¹
Frontier orbital gap: 0.3033 Ha
E_HOMO: -4.13 eV
LUMO: 4.125 eV

The geometry in ORCA input format:
```
! RIJCOSX wB97M-V def2-TZVPD def2/J DEFGRID3
* xyz -1 1
O -0.669 1.207 -1.180
O -1.654 1.747 1.226
O -1.716 -1.083 -1.500
C 0.658 0.510 -0.881
C 1.658 -0.942 1.170
C 0.484 -0.150 0.547
H -1.355 -0.122 -1.303
H 1.404 1.337 -1.014
H 1.698 -1.851 0.599
H -2.057 0.880 1.238
H -2.173 -0.991 -2.402
H 1.013 -0.145 -1.632
H 0.191 0.652 1.308
H -1.274 1.611 0.208
H 1.595 -1.350 2.164
H -0.386 -0.839 0.443
H 2.583 -0.469 1.010
*
```

---

#x
# C3H11O3

A 3-piece molecular cluster, C3H11O3 overall (wB97M-V/def2-TZVPD, OMol25).

Computed properties:
Molar mass: 95.12 g mol⁻¹
Frontier orbital gap: 0.2921 Ha
E_HOMO: -3.99 eV
LUMO: 3.961 eV

The geometry in ORCA input format:
```
! RIJCOSX wB97M-V def2-TZVPD def2/J DEFGRID3
* xyz -1 1
O -2.424 -0.567 1.651
O -0.628 2.087 1.538
O 0.163 -0.304 1.518
C 1.094 -0.051 -2.154
C 0.710 -0.806 0.375
C 0.150 -0.209 -0.901
H -0.765 -0.704 -1.312
H -0.249 1.151 1.464
H -2.668 -0.395 2.554
H 1.428 -1.058 -2.360
H 2.073 0.462 -1.740
H -0.257 0.744 -0.702
H 0.731 0.214 -3.165
H -1.325 -0.561 1.706
H -0.480 2.573 0.757
H 1.848 -0.648 0.229
H 0.600 -1.929 0.543
*
```

---

Which of them is least stable? Easy: #w.